Entry 1:
Here is C20H46FeOP4Se as an isolated structure in a non-equilibrium geometry from the Open Molecules 2025 dataset. Energies are from ωB97M-V/def2-TZVPD.

Its total charge is +3. The spin multiplicity is 6. For the lowest unoccupied orbital energy (spin up / spin down), the calculation gives -0.290 / -0.438 Ha. The expectation value of S² is 8.810. For the HOMO-LUMO gap (spin up / spin down), the calculation gives 8.85 / 5.52 eV.

Geometry (Å):
Fe (1.1194, -0.1135, 0.4140)
P (2.5710, -0.6067, 2.0001)
P (1.2024, 2.0900, 0.0749)
P (2.2451, -0.8232, -1.4069)
H (-1.5057, -0.7580, -0.0671)
C (-0.5772, -1.2653, -0.3521)
C (0.1431, -1.9943, 0.6353)
H (-0.1937, -1.9573, 1.6805)
C (2.0555, -0.5884, 3.7576)
C (4.0118, 0.5178, 2.1267)
C (3.3064, -2.2846, 1.9109)
C (-0.0645, 2.7704, -1.0526)
C (0.8985, 3.1402, 1.5522)
C (2.7667, 2.8053, -0.5819)
C (2.1794, -2.6081, -1.8147)
C (4.0420, -0.4607, -1.3952)
C (1.5926, -0.0250, -2.9288)
H (-0.4724, -1.5330, -1.4095)
H (0.7946, -2.8188, 0.3269)
H (1.1849, -1.2399, 3.8937)
H (1.7692, 0.4317, 4.0376)
H (2.8780, -0.9353, 4.3988)
H (3.6677, 1.5171, 2.4222)
H (4.5439, 0.5879, 1.1733)
H (4.6935, 0.1345, 2.8962)
H (2.5078, -3.0281, 2.0268)
H (4.0272, -2.4034, 2.7304)
H (3.8107, -2.4531, 0.9528)
H (0.0973, 3.8450, -1.2223)
H (-1.0638, 2.6322, -0.6195)
H (-0.0366, 2.2546, -2.0192)
H (0.9847, 4.2051, 1.2924)
H (1.6212, 2.8986, 2.3396)
H (-0.1068, 2.9369, 1.9419)
H (2.6713, 3.8966, -0.6579)
H (2.9910, 2.4010, -1.5747)
H (3.5986, 2.5716, 0.0931)
H (2.7292, -2.7817, -2.7514)
H (1.1404, -2.9424, -1.9360)
H (2.6452, -3.1984, -1.0135)
H (4.4627, -0.7152, -2.3777)
H (4.5378, -1.0619, -0.6215)
H (4.2141, 0.6032, -1.1886)
H (2.0625, -0.4835, -3.8119)
H (1.8065, 1.0525, -2.9206)
H (0.5023, -0.1669, -2.9817)
C (-3.8742, -0.0078, -3.6892)
C (-3.8011, -1.1500, -2.8750)
C (-4.5557, -2.2860, -3.1909)
C (-5.4150, -2.2754, -4.3023)
C (-5.5213, -1.1174, -5.0978)
C (-4.7591, 0.0156, -4.7903)
Se (-2.7594, 1.5179, -3.3346)
H (-2.1031, 0.8604, -2.1368)
H (-3.1415, -1.1412, -2.0044)
H (-4.4705, -3.1812, -2.5655)
H (-6.0032, -3.1663, -4.5456)
H (-6.1971, -1.1017, -5.9563)
H (-4.8342, 0.9211, -5.3989)
C (-2.0764, 1.4077, 4.4983)
P (-1.8107, 0.5549, 2.9345)
C (-2.5485, -1.0902, 2.9270)
C (-2.6838, 1.4155, 1.6124)
O (-0.3252, 0.5208, 2.6484)
H (-1.6772, 2.4326, 4.4383)
H (-1.5832, 0.8689, 5.3222)
H (-3.1478, 1.4677, 4.7143)
H (-3.5967, -0.9601, 3.2200)
H (-2.5042, -1.5077, 1.9103)
H (-2.0510, -1.7698, 3.6301)
H (-2.2990, 2.4359, 1.4755)
H (-2.5758, 0.8428, 0.6777)
H (-3.7406, 1.4478, 1.9059)


Entry 2:
Here is a 2-piece molecular cluster, C4H13N2 overall in a non-equilibrium geometry from the Open Molecules 2025 dataset. Energies are from ωB97M-V/def2-TZVPD.

Its total charge is +1. For the lowest unoccupied orbital energy, the calculation gives -0.324 Ha. For the HOMO-LUMO gap, the calculation gives 5.75 eV.

Geometry (Å):
C (-1.7712, 0.2742, -1.1742)
C (-1.1626, -0.8770, -0.3818)
C (0.3328, -1.0863, -0.6524)
C (1.1564, 0.1853, -0.7833)
N (0.8787, 1.1959, 0.0531)
N (0.4781, 0.1090, 2.5971)
H (-1.2730, 1.2209, -0.9407)
H (-2.8024, 0.4144, -0.8879)
H (-1.6774, 0.0843, -2.2423)
H (-1.7106, -1.7877, -0.5995)
H (-1.3227, -0.6880, 0.6818)
H (0.4154, -1.5692, -1.6315)
H (2.2482, -0.0222, -0.7866)
H (1.0509, 0.6025, -1.8213)
H (-0.2207, 0.8063, 2.3517)
H (0.8885, 0.4280, 3.4712)
H (1.5853, 1.9454, 0.0220)
H (0.7873, -1.7197, 0.1114)
H (1.1687, 0.0140, 1.8602)


Entry 3:
Here is C30H41AlAsBrO4S2Si as an isolated structure in a non-equilibrium geometry from the Open Molecules 2025 dataset. Energies are from ωB97M-V/def2-TZVPD.

Its total charge is 0. For the lowest unoccupied orbital energy, the calculation gives 0.012 Ha. For the HOMO-LUMO gap, the calculation gives 8.80 eV.

Geometry (Å):
Al (-0.5338, -1.8788, -1.1532)
S (1.3553, -3.0878, -1.4481)
C (2.2535, -2.6732, 0.0362)
C (3.6237, -2.4373, -0.0414)
C (4.3556, -2.1687, 1.1060)
C (3.7334, -2.1216, 2.3465)
C (2.3676, -2.3497, 2.4372)
C (1.6347, -2.6334, 1.2925)
As (-0.2808, -2.7968, 1.2498)
C (-0.6534, -4.6831, 1.2018)
C (-1.9474, -5.0759, 0.8705)
C (-2.2484, -6.4257, 0.7622)
C (-1.2570, -7.3746, 0.9692)
C (0.0350, -6.9784, 1.2865)
C (0.3425, -5.6303, 1.3992)
C (-0.8694, -2.2178, 2.9884)
C (-1.4974, -3.0916, 3.8674)
C (-1.9314, -2.6314, 5.1045)
C (-1.7354, -1.3071, 5.4642)
C (-1.0989, -0.4359, 4.5892)
C (-0.6717, -0.8885, 3.3512)
H (4.1098, -2.4681, -1.0083)
H (5.4207, -1.9902, 1.0274)
H (4.3070, -1.9058, 3.2384)
H (1.8718, -2.3082, 3.3996)
H (-2.7187, -4.3372, 0.6797)
H (-3.2527, -6.7323, 0.5016)
H (-1.4897, -8.4273, 0.8717)
H (0.8083, -7.7201, 1.4392)
H (1.3512, -5.3199, 1.6424)
H (-1.6472, -4.1278, 3.5924)
H (-2.4228, -3.3120, 5.7875)
H (-2.0750, -0.9522, 6.4287)
H (-0.9405, 0.5976, 4.8701)
H (-0.1742, -0.2076, 2.6752)
O (-2.1612, -1.0634, -0.7311)
S (-2.8764, -1.6399, -1.9950)
O (-4.0166, -2.4281, -1.6462)
O (-1.6642, -2.5430, -2.4056)
O (-3.0577, -0.6024, -2.9731)
C (1.1045, 3.0131, -4.2228)
C (-0.1732, 3.0468, -3.3716)
C (-1.2096, 2.1421, -4.0613)
C (-0.7142, 4.4914, -3.3826)
Si (0.1710, 2.5488, -1.5675)
Br (0.6291, 0.2771, -1.7745)
C (-1.2747, 2.7995, -0.3678)
C (-2.6267, 2.5734, -1.0605)
C (-1.2223, 1.8665, 0.8467)
C (-1.2377, 4.2562, 0.1404)
C (1.8630, 3.1346, -0.8873)
C (1.9917, 2.8707, 0.6209)
C (1.9691, 4.6539, -1.1341)
C (3.0896, 2.4698, -1.5369)
H (0.8355, 3.2661, -5.2526)
H (1.5692, 2.0252, -4.2410)
H (1.8476, 3.7406, -3.8940)
H (-1.2412, 2.4184, -5.1199)
H (-2.2127, 2.2619, -3.6615)
H (-0.9716, 1.0823, -4.0034)
H (-0.9041, 4.7859, -4.4199)
H (-0.0112, 5.2131, -2.9620)
H (-1.6588, 4.5824, -2.8448)
H (-2.7138, 1.5838, -1.5060)
H (-2.8256, 3.3204, -1.8293)
H (-3.4142, 2.6696, -0.3057)
H (-1.3264, 0.8256, 0.5478)
H (-2.0771, 2.1006, 1.4907)
H (-0.3188, 1.9860, 1.4424)
H (-1.2678, 4.9896, -0.6686)
H (-0.3629, 4.4675, 0.7564)
H (-2.1232, 4.4232, 0.7623)
H (1.2838, 3.4466, 1.2163)
H (2.9983, 3.1646, 0.9365)
H (1.8709, 1.8118, 0.8635)
H (1.1210, 5.2161, -0.7394)
H (2.0623, 4.8856, -2.1962)
H (2.8699, 5.0314, -0.6386)
H (3.1762, 1.4190, -1.2604)
H (3.9830, 2.9821, -1.1655)
H (3.1035, 2.5319, -2.6225)


Entry 4:
Here is one molecule with the formula C3H7N3O2S in a non-equilibrium geometry from the Open Molecules 2025 dataset. Energies are from ωB97M-V/def2-TZVPD.

Its total charge is 0. For the lowest unoccupied orbital energy, the calculation gives 0.007 Ha. For the HOMO-LUMO gap, the calculation gives 10.26 eV.

Geometry (Å):
C (0.9859, -0.8140, 1.5200)
C (-0.2906, -1.6107, 1.3986)
C (0.8894, 0.3843, 0.6304)
N (-1.3943, -0.6622, 1.0827)
N (-0.2938, 2.1282, -2.0867)
N (-0.8473, 1.0622, -2.4641)
O (-1.5938, 0.8054, -3.4049)
O (-0.6871, 0.0134, -1.5946)
S (-0.9196, 0.5175, 0.1988)
H (1.0919, -0.4338, 2.5696)
H (1.8445, -1.3016, 1.0234)
H (-0.1481, -2.4233, 0.7211)
H (-0.5430, -2.0652, 2.3387)
H (1.1883, 1.4201, 1.1261)
H (1.3821, 0.2198, -0.3588)
H (-0.6646, 2.7600, -2.7004)


Entry 5:
Here is C3H3Br3O2S as an isolated structure in a non-equilibrium geometry from the Open Molecules 2025 dataset. Energies are from ωB97M-V/def2-TZVPD.

Its total charge is 0. For the lowest unoccupied orbital energy (spin up / spin down), the calculation gives -0.071 / -0.036 Ha. For the HOMO-LUMO gap (spin up / spin down), the calculation gives 6.56 / 8.32 eV.

Geometry (Å):
C (-2.5748, 1.0730, 0.5457)
C (-3.5302, -0.5395, -0.2012)
C (0.0452, 0.1087, -0.0568)
O (-0.6882, 2.6778, -0.1468)
O (-1.6276, 1.1311, -1.8490)
S (-1.1373, 1.3887, -0.4854)
Br (-3.7300, 2.4769, 0.4184)
Br (-5.3407, -0.4307, -0.3613)
Br (-2.8368, -2.2169, 0.0051)
H (-0.3648, -0.4899, 0.8368)
H (0.3633, -0.5526, -0.8447)
H (0.9760, 0.5553, 0.2085)


Entry 6:
Here is a 2-piece molecular cluster, C5H11N2 overall from the Open Molecules 2025 dataset. Energies are from ωB97M-V/def2-TZVPD.

Its total charge is +1. For the lowest unoccupied orbital energy, the calculation gives -0.143 Ha. For the HOMO-LUMO gap, the calculation gives 8.37 eV.

Geometry (Å):
C (0.1162, -1.4551, 0.8228)
C (0.4017, -1.3873, -0.4817)
C (1.5590, -2.8914, 1.7901)
N (1.0182, -1.7471, 1.8694)
H (-0.9166, -1.2947, 1.1274)
H (1.3910, -1.2359, -0.8921)
H (-0.4158, -1.3562, -1.1990)
H (2.2329, -3.1892, 2.5822)
H (1.3360, -3.6350, 1.0228)
C (-0.6197, 1.5896, -0.3529)
C (0.5958, 1.9269, -0.7378)
N (-1.7884, 2.3392, -0.8873)
H (-0.9001, 0.7186, 0.2078)
H (1.4345, 1.2538, -0.6499)
H (0.7907, 2.8951, -1.1933)
H (-1.5116, 3.1869, -1.3855)
H (-2.2875, 1.7009, -1.5119)
H (-2.4363, 2.5810, -0.1310)


Entry 7:
Here is a 6-piece molecular cluster, C20H34BNO16 overall from the Open Molecules 2025 dataset. Energies are from ωB97M-V/def2-TZVPD.

Its total charge is 0. For the lowest unoccupied orbital energy, the calculation gives 0.014 Ha. For the HOMO-LUMO gap, the calculation gives 9.77 eV.

Geometry (Å):
C (-3.6405, -4.3864, 3.7755)
C (-2.5922, -4.3717, 4.8563)
C (-1.1806, -4.1413, 4.3769)
O (-0.4111, -4.7991, 5.4003)
C (-1.1895, -5.7818, 5.9230)
O (-0.7988, -6.6290, 6.6622)
O (-2.4650, -5.6641, 5.4837)
H (-4.5939, -4.7330, 4.1773)
H (-3.7751, -3.3927, 3.3528)
H (-3.3668, -5.0701, 2.9706)
H (-2.8622, -3.6520, 5.6351)
H (-0.9150, -3.0914, 4.3082)
H (-0.9699, -4.6240, 3.4202)
C (-1.1035, 4.4089, -0.1726)
C (-0.5563, 3.1029, 0.3432)
C (0.8969, 2.8496, 0.0293)
O (0.9578, 1.4151, 0.0215)
C (-0.2748, 0.9682, -0.3202)
O (-0.5251, -0.1645, -0.5947)
O (-1.1751, 1.9769, -0.3117)
H (-2.1844, 4.4373, -0.0669)
H (-0.6705, 5.2448, 0.3810)
H (-0.8730, 4.5298, -1.2216)
H (-0.7479, 3.0068, 1.4162)
H (1.5753, 3.2567, 0.7756)
H (1.1874, 3.2140, -0.9600)
C (2.3435, -5.3378, 3.5487)
C (2.2898, -4.6328, 2.2176)
C (3.5754, -4.6455, 1.4266)
O (3.4535, -3.4541, 0.6381)
C (2.6619, -2.5929, 1.3283)
O (2.4999, -1.4485, 1.0457)
O (2.0860, -3.2173, 2.3851)
H (1.4433, -5.1241, 4.1231)
H (2.4285, -6.4164, 3.4145)
H (3.1927, -4.9896, 4.1395)
H (1.4581, -5.0182, 1.6196)
H (3.6797, -5.5195, 0.7879)
H (4.4614, -4.5511, 2.0591)
C (-4.0157, 4.2415, -5.8736)
C (-3.7062, 4.8577, -4.5331)
C (-2.2946, 4.6511, -4.0438)
O (-2.4517, 4.7227, -2.6177)
C (-3.7292, 4.3245, -2.3433)
O (-4.1493, 4.0921, -1.2556)
O (-4.4554, 4.2273, -3.4820)
H (-5.0868, 4.2786, -6.0708)
H (-3.4938, 4.7729, -6.6694)
H (-3.7201, 3.1915, -5.8974)
H (-3.9689, 5.9196, -4.5363)
H (-1.6063, 5.4189, -4.3905)
H (-1.8953, 3.6660, -4.2962)
C (3.9889, 1.4275, -2.0381)
C (3.9206, 2.0604, -3.4030)
C (5.1736, 1.9380, -4.2357)
O (5.0785, 3.0867, -5.0882)
C (4.3560, 4.0249, -4.4253)
O (4.2356, 5.1563, -4.7710)
O (3.7905, 3.4916, -3.3120)
H (3.1217, 1.7122, -1.4442)
H (4.0124, 0.3408, -2.1150)
H (4.8746, 1.7593, -1.4931)
H (3.0495, 1.6839, -3.9478)
H (5.2113, 1.0251, -4.8254)
H (6.0863, 2.0233, -3.6413)
N (-1.1969, -1.7170, 1.9271)
B (-2.5084, -1.1493, 1.6255)
O (-3.6591, -1.9067, 1.6560)
H (-0.7223, -1.0945, 2.5766)
H (-0.5980, -1.8105, 1.1104)
H (-2.6383, 0.0235, 1.3824)
H (-4.3655, -1.3452, 2.0021)


Entry 8:
Here is one molecule with the formula C3H3NO3 in a non-equilibrium geometry from the Open Molecules 2025 dataset. Energies are from ωB97M-V/def2-TZVPD.

Its total charge is 0. For the lowest unoccupied orbital energy, the calculation gives -0.023 Ha. For the HOMO-LUMO gap, the calculation gives 9.25 eV.

Geometry (Å):
O (-1.1013, 1.6547, 0.9149)
C (-0.2849, 0.6626, 1.2191)
C (0.7695, 0.3995, 0.1955)
O (1.9241, 0.3790, 0.4687)
C (0.5721, -0.0434, -1.2938)
N (-0.5625, -0.7784, -1.4507)
O (-1.0397, -0.8884, -0.1151)
H (0.0037, 0.1090, 2.3309)
H (1.5571, -0.2158, -2.0206)
H (-1.8381, -1.2789, -0.2489)


Entry 9:
Here is C55H53BrGe2N2O2S4SeW as an isolated structure in a non-equilibrium geometry from the Open Molecules 2025 dataset. Energies are from ωB97M-V/def2-TZVPD.

Its total charge is +2. For the lowest unoccupied orbital energy, the calculation gives -0.299 Ha. For the HOMO-LUMO gap, the calculation gives 5.18 eV.

Geometry (Å):
W (-0.6382, -1.3336, 0.2321)
C (-1.7327, 2.1068, 4.2567)
C (-2.8043, 1.3427, 3.5246)
C (-3.3985, 1.8569, 2.3738)
C (-4.4160, 1.1808, 1.7062)
C (-5.0545, 1.7951, 0.4886)
C (-4.8257, -0.0702, 2.1939)
C (-4.2763, -0.5856, 3.3763)
C (-4.8222, -1.8379, 4.0104)
C (-3.2603, 0.1223, 4.0120)
C (-5.8330, -0.8769, 1.4462)
C (-7.1885, -0.5915, 1.4636)
C (-8.0659, -1.3550, 0.7088)
C (-7.6037, -2.4114, -0.0610)
C (-6.2511, -2.7442, -0.0884)
C (-5.3821, -1.9657, 0.6830)
Ge (-3.4614, -1.9915, 0.4841)
S (-2.6359, -0.2464, -0.5362)
S (-2.0271, -3.3624, -0.6547)
Ge (-0.9423, -4.0728, 1.1939)
S (0.9417, -2.8880, 0.6424)
S (-1.9821, -2.2418, 2.2077)
C (-0.5547, -5.5169, 2.3973)
C (-0.1585, -5.3598, 3.7310)
C (0.2946, -6.5007, 4.3869)
C (0.3517, -7.7221, 3.7310)
C (-0.0013, -7.8460, 2.3909)
C (-0.4424, -6.7290, 1.7046)
C (-0.7554, -6.6423, 0.2480)
C (0.2276, -6.1914, -0.6499)
C (1.6705, -6.0629, -0.2370)
C (-0.1464, -5.9583, -1.9756)
C (-1.4284, -6.2166, -2.4266)
C (-1.8288, -5.9285, -3.8451)
C (-2.3642, -6.7441, -1.5321)
C (-2.0547, -6.9609, -0.1988)
C (-3.0621, -7.5544, 0.7572)
C (-0.1446, -4.0187, 4.3915)
C (0.9903, -3.2043, 4.2687)
C (2.2241, -3.6624, 3.5287)
C (1.0032, -1.9692, 4.9151)
C (-0.0421, -1.5626, 5.7321)
C (0.0575, -0.2888, 6.5288)
C (-1.1508, -2.3994, 5.8536)
C (-1.2323, -3.6137, 5.1839)
C (-2.4489, -4.4908, 5.3241)
C (-5.8398, -3.8837, -0.9576)
C (-5.5364, -3.6542, -2.3037)
C (-5.3983, -2.2581, -2.8621)
C (-5.4042, -4.7462, -3.1601)
C (-5.6191, -6.0426, -2.7217)
C (-5.5686, -7.2082, -3.6741)
C (-5.8972, -6.2465, -1.3704)
C (-5.9856, -5.1934, -0.4722)
C (-6.2812, -5.4478, 0.9845)
H (-1.4055, 2.9805, 3.6912)
H (-0.8631, 1.4796, 4.4607)
H (-2.1047, 2.4563, 5.2221)
H (-3.0699, 2.8208, 1.9934)
H (-4.4032, 2.5506, 0.0493)
H (-5.9965, 2.2856, 0.7523)
H (-5.2902, 1.0532, -0.2761)
H (-5.1004, -2.6031, 3.2841)
H (-5.7297, -1.6025, 4.5750)
H (-4.0982, -2.2631, 4.7016)
H (-2.8288, -0.2865, 4.9198)
H (-7.5512, 0.2334, 2.0666)
H (-9.1233, -1.1184, 0.7136)
H (-8.2948, -2.9956, -0.6593)
H (0.6207, -6.4270, 5.4192)
H (0.7104, -8.5929, 4.2691)
H (0.0910, -8.8023, 1.8889)
H (1.7902, -5.8823, 0.8305)
H (2.1764, -5.2707, -0.7916)
H (2.1863, -6.9994, -0.4659)
H (0.5963, -5.5774, -2.6713)
H (-0.9801, -5.6071, -4.4486)
H (-2.5887, -5.1399, -3.8704)
H (-2.2700, -6.8138, -4.3082)
H (-3.3569, -6.9714, -1.8850)
H (-4.0515, -7.5960, 0.2994)
H (-3.1346, -6.9852, 1.6871)
H (-2.7697, -8.5697, 1.0364)
H (2.0031, -4.3949, 2.7519)
H (2.9254, -4.1396, 4.2193)
H (2.7455, -2.8177, 3.0734)
H (1.8844, -1.3385, 4.8235)
H (0.6803, 0.4522, 6.0255)
H (0.5151, -0.4910, 7.5000)
H (-0.9220, 0.1510, 6.7237)
H (-1.9655, -2.1034, 6.5101)
H (-3.1806, -4.0421, 5.9966)
H (-2.1899, -5.4763, 5.7180)
H (-2.9385, -4.6575, 4.3574)
H (-5.1487, -1.5200, -2.0980)
H (-6.3340, -1.9297, -3.3235)
H (-4.6279, -2.2229, -3.6349)
H (-5.1712, -4.5704, -4.2082)
H (-5.0840, -6.9377, -4.6133)
H (-6.5775, -7.5520, -3.9100)
H (-5.0337, -8.0576, -3.2395)
H (-6.0730, -7.2588, -1.0164)
H (-6.4207, -6.5106, 1.1772)
H (-7.1833, -4.9245, 1.3111)
H (-5.4651, -5.0956, 1.6230)
Br (1.3688, 4.2996, -1.9876)
C (1.4626, 2.6875, -2.9450)
C (2.1205, 2.6377, -4.1719)
N (2.2209, 1.5268, -4.8976)
C (1.6660, 0.4187, -4.4287)
C (0.9966, 0.3812, -3.2061)
C (0.8908, 1.5421, -2.4451)
C (0.4384, -0.8932, -2.7745)
O (0.2084, -1.8949, -3.3441)
O (0.1440, -0.8817, -1.3550)
H (2.5786, 3.5336, -4.5770)
H (1.7595, -0.4817, -5.0277)
H (0.3730, 1.5566, -1.5027)
Se (-0.0457, 0.7155, 1.5577)
C (1.6582, 0.6110, 0.8335)
N (2.6873, 0.4561, 0.3312)


Values for molar mass, g mol⁻¹, ordered as above
561.3 89.2 739.7 149.2 342.8 99.2 555.3 101.1 1390.2